# 1
97
Properties=species:S:1:pos:R:3:forces:R:3:mulliken_charge:R:1 method="wB97M-V/def2-TZVPD" charge=-1 lumo_ev=-0.378 homo_lumo_gap_ev=4.39
C -4.078 3.140 4.546 0.1614 0.3019 -0.2148 -1.25
C -3.271 4.310 3.934 -0.5341 -0.4541 -0.5429 -0.36
C -2.991 4.120 2.407 0.7698 0.3204 0.8340 -0.29
C -1.453 4.118 2.161 -1.7171 -0.6284 -0.5230 -1.06
N -0.896 2.871 2.717 0.5763 0.1685 -0.2062 0.08
C 0.130 2.305 1.902 0.4020 -0.3635 0.0333 -1.35
C -0.319 1.398 0.906 -0.1543 0.3405 -0.0588 0.91
C -1.803 1.093 0.753 0.1987 -0.4131 -0.2123 -0.69
C -2.466 1.844 -0.436 -0.1077 -1.2787 0.1527 0.12
F -1.540 2.672 -1.050 -0.3236 0.5640 0.0052 -0.38
C 0.604 0.784 0.059 0.3229 0.5170 0.4798 0.42
C 1.970 1.046 0.241 0.1000 -0.1762 -0.1166 0.58
C 2.454 1.926 1.225 -0.9484 -0.2973 -0.1121 -1.37
N 3.878 2.050 1.278 -0.9433 1.8600 0.7320 0.64
C 4.494 1.799 2.580 1.0600 -1.1819 -0.4225 -1.36
C 4.418 3.145 0.574 0.0301 -0.0859 -0.8201 0.73
C 3.491 4.113 -0.166 -0.1826 -0.0751 0.0585 -0.93
O 5.611 3.305 0.527 0.4033 0.0944 0.5288 -0.64
C 1.514 2.594 2.080 -0.0636 -0.7427 -1.1359 1.02
C 1.972 3.551 3.171 -0.6774 -0.8175 0.7043 0.74
F 1.012 4.460 3.483 -0.0245 0.3431 -0.2668 -0.30
F 3.040 4.287 2.818 0.5024 0.0426 0.0018 -0.26
C 2.256 2.793 4.533 0.4750 0.5708 -0.3438 0.08
F 1.736 3.489 5.564 -0.1194 0.1774 0.1956 -0.32
F 1.630 1.605 4.495 -0.0740 -0.4070 0.1572 -0.24
C 2.915 0.301 -0.698 -1.1889 -0.3679 0.5471 -0.44
O 3.868 0.820 -1.196 0.3430 0.1901 -0.4426 -0.56
C 2.486 -1.140 -0.972 0.0367 -0.8047 0.2083 0.44
C 1.108 -1.392 -1.141 0.1069 0.6122 0.0720 -0.09
C 0.589 -2.683 -1.364 0.3955 -0.4068 -0.7707 1.10
C -0.927 -2.847 -1.482 0.4080 -0.3864 1.1623 -1.45
I -1.504 -3.531 -3.459 -0.2377 0.3000 0.3133 0.11
C -1.587 -3.736 -0.356 -0.8364 1.0570 -0.7274 -0.25
C -2.971 -3.109 -0.053 0.3358 -0.1217 -0.0101 -1.19
I -0.454 -3.604 1.484 -0.2429 -0.1870 -0.1999 0.05
C 1.495 -3.762 -1.467 0.5813 0.7075 0.4498 0.63
C 0.995 -5.186 -1.737 0.0862 0.6503 -0.1807 -0.25
Cl 1.400 -6.292 -0.362 -0.4739 0.1008 -0.3738 -0.10
C 1.391 -5.762 -3.143 0.2012 -0.9196 0.0990 0.14
C 2.281 -7.028 -3.107 0.0685 0.5708 -0.5440 -1.50
Cl 2.053 -4.504 -4.264 -0.3549 -0.2645 0.1595 -0.14
C 2.897 -3.513 -1.291 0.2396 -0.2992 -0.1056 0.87
C 3.894 -4.682 -1.391 1.9448 -1.5445 -0.4841 -0.30
O 4.150 -5.304 -0.354 -0.8582 0.5799 0.8893 -0.68
O 4.422 -4.948 -2.500 -1.0349 1.1980 -0.0376 -0.69
C 3.412 -2.225 -1.025 -1.3415 1.5731 -0.0405 0.79
P 5.169 -1.851 -0.741 2.1047 -0.7431 -0.0321 0.82
O 6.050 -2.998 -0.444 -0.3905 0.5153 -0.1709 -0.74
O 5.303 -0.777 0.502 -1.0777 -0.4131 -0.9837 -0.39
O 5.724 -1.064 -2.068 -0.8440 -0.2092 0.9139 -0.53
C 0.218 -0.174 -1.062 1.1643 -0.2316 0.7848 -0.52
O -0.685 0.062 -1.818 -0.5613 0.0304 -0.2742 -0.63
H -3.449 2.253 4.691 -0.1331 0.1549 -0.0749 0.26
H -4.515 3.427 5.510 0.1021 -0.1453 -0.1667 0.41
H -4.891 2.873 3.857 0.0815 -0.0048 0.2617 0.28
H -3.867 5.224 4.060 0.4109 -0.0489 0.2066 0.40
H -2.304 4.392 4.447 -0.3420 0.2914 0.1052 0.16
H -3.441 4.926 1.809 -0.0093 -0.2009 0.1792 0.43
H -3.416 3.158 2.096 0.1709 0.2489 -0.1533 0.02
H -1.327 4.095 1.069 0.3690 0.0667 0.3001 0.37
H -1.007 5.031 2.573 0.0420 -0.2031 -0.1204 0.49
H -0.582 2.975 3.671 -0.0870 0.1656 -0.0666 0.50
H -1.861 0.015 0.541 -0.1273 0.2591 0.0211 -0.57
H -2.344 1.250 1.689 0.2728 0.1705 -0.1462 0.70
H -3.365 2.390 -0.118 0.4427 0.3431 -0.0851 0.36
H -2.788 1.085 -1.162 0.2795 0.6157 0.2109 -0.11
H 3.843 1.118 3.140 0.0967 0.2815 -0.0218 0.44
H 4.778 2.698 3.139 -0.2902 -0.0670 -0.1737 0.33
H 5.424 1.238 2.407 -0.2187 0.1720 0.0960 0.41
H 2.643 4.413 0.455 0.0407 -0.1900 -0.2522 0.23
H 3.122 3.676 -1.103 0.0287 -0.0611 0.2842 0.25
H 4.044 5.023 -0.415 0.1515 -0.3714 0.0799 0.38
H 3.323 2.673 4.726 -0.1420 -0.1391 -0.1218 0.38
H -1.423 -1.880 -1.376 0.3273 -0.2642 -0.3762 0.26
H -1.737 -4.762 -0.699 0.4292 -0.0146 0.5210 0.64
H -2.833 -2.071 0.279 -0.1032 -0.2606 -0.0411 0.35
H -3.584 -3.082 -0.967 0.1315 -0.1280 0.2150 0.14
H -3.486 -3.656 0.743 0.0104 0.0615 -0.2265 0.46
H -0.095 -5.160 -1.726 0.3592 -0.0447 0.0273 -0.18
H 0.458 -6.075 -3.627 0.1433 0.3201 0.1242 0.42
H 1.634 -7.891 -2.907 0.2640 0.1337 0.1432 0.38
H 2.721 -7.137 -4.107 -0.1737 -0.0942 0.2188 0.40
H 3.113 -6.947 -2.406 -0.2385 -0.0309 -0.0356 0.33
H 6.242 -0.747 0.710 0.1207 -0.1099 0.1087 0.29
H 6.642 -1.345 -2.166 0.0321 -0.2337 -0.1296 0.32
C -5.078 1.036 -3.295 -0.0185 0.0921 -0.0790 -0.16
C -5.800 1.111 -4.411 0.0727 0.0415 0.0921 -0.45
C -6.674 -0.008 -4.839 -0.0331 0.0007 -0.0950 0.27
O -7.330 0.059 -5.856 -0.0082 0.0054 0.0239 -0.56
C -6.714 -1.213 -3.975 0.0316 -0.0606 0.1072 -0.43
C -5.993 -1.289 -2.860 -0.0829 -0.0664 -0.0752 -0.38
C -5.120 -0.170 -2.433 0.1044 -0.0407 0.0527 0.44
O -4.464 -0.237 -1.414 -0.2600 -0.1901 -0.0308 -0.43
H -4.433 1.841 -2.967 0.0289 -0.0314 0.0158 0.47
H -5.783 1.981 -5.054 -0.0198 -0.0239 -0.0323 0.43
H -7.358 -2.019 -4.304 -0.0035 0.0203 -0.0412 0.41
H -6.008 -2.160 -2.217 0.0416 0.0156 0.0215 0.42

# 2
90
Properties=species:S:1:pos:R:3:forces:R:3:mulliken_spin:R:1 method="wB97M-V/def2-TZVPD" charge=+1 multiplicity=3 lumo_ev="-2.792 / -2.970" homo_lumo_gap_ev="7.52 / 7.45"
W 0.297 0.473 0.044 -0.2209 -0.1400 -0.1875 1.43
C -2.874 0.850 0.392 0.0183 0.0003 -0.0055 0.00
N -1.676 0.775 1.251 0.0465 0.1331 0.1190 0.09
C -1.799 -0.237 2.309 -0.0218 0.0102 -0.0178 0.00
C -1.199 -1.500 1.797 -0.0085 -0.0051 0.0085 0.02
N -0.220 -1.497 0.912 -0.1063 0.0535 0.0555 0.01
C 0.178 -2.838 0.776 0.0200 -0.0207 -0.0114 0.04
C 1.229 -3.430 0.077 0.0207 0.0147 0.0091 0.01
C 1.369 -4.798 0.177 -0.0134 -0.0051 0.0082 0.00
C 0.503 -5.578 0.959 0.0052 0.0170 -0.0093 0.00
C -0.516 -5.003 1.687 0.0018 0.0049 -0.0104 0.00
C -0.647 -3.625 1.580 -0.0009 0.0164 -0.0219 -0.01
N -1.515 -2.736 2.206 0.0365 0.0190 -0.0140 0.01
C -2.430 1.552 -0.835 -0.0294 -0.0118 -0.0887 0.06
N -1.158 1.530 -1.160 -0.1283 -0.2022 -0.0244 -0.03
C -1.034 2.306 -2.318 -0.0019 -0.0517 -0.0288 0.07
C 0.073 2.655 -3.091 0.0059 -0.0028 0.0091 -0.02
C -0.155 3.444 -4.198 -0.0208 0.0167 -0.0031 0.00
C -1.442 3.886 -4.542 0.0288 -0.0024 0.0035 0.00
C -2.544 3.547 -3.785 0.0021 -0.0024 0.0255 0.00
C -2.307 2.752 -2.671 -0.0009 0.0107 0.0476 0.00
N -3.168 2.253 -1.700 0.0291 -0.1353 -0.0497 0.00
H -3.698 1.368 0.889 0.0190 0.0044 -0.0127 0.00
H -3.195 -0.164 0.137 0.0010 0.0118 0.0094 0.00
H -1.535 1.688 1.687 -0.0934 -0.0513 -0.0466 -0.02
H -2.837 -0.380 2.621 0.0195 0.0075 0.0084 0.00
H -1.217 0.096 3.172 0.0054 -0.0101 -0.0210 0.00
H 1.953 -2.854 -0.479 -0.0148 -0.0247 0.0246 0.00
H 2.183 -5.280 -0.345 0.0123 -0.0076 -0.0068 0.00
H 0.654 -6.647 1.008 0.0035 -0.0133 0.0012 0.00
H -1.168 -5.592 2.317 -0.0093 -0.0087 0.0098 0.00
H -2.215 -2.967 2.893 0.0001 0.0063 0.0065 0.00
H 1.067 2.324 -2.828 -0.0171 0.0027 -0.0077 0.01
H 0.682 3.739 -4.816 0.0117 0.0061 -0.0115 0.00
H -1.570 4.512 -5.413 -0.0027 0.0083 -0.0160 0.00
H -3.536 3.894 -4.037 -0.0101 0.0009 -0.0051 0.00
H -4.144 2.475 -1.597 0.0187 0.0003 0.0099 0.00
C 1.858 -2.304 3.876 0.0017 0.0110 -0.0311 0.00
N 2.961 -2.007 2.991 0.0116 0.0355 -0.0001 0.00
C 4.249 -2.149 3.642 -0.0218 0.0065 -0.0177 0.00
C 2.784 -0.862 2.105 -0.0280 -0.0521 0.0117 0.02
C 2.088 0.367 2.668 0.0196 -0.0102 -0.0340 0.03
C 2.544 0.862 3.891 -0.0146 0.0095 -0.0091 -0.03
C 2.004 1.993 4.473 -0.0055 -0.0033 -0.0017 0.03
C 0.994 2.673 3.811 0.0097 0.0112 -0.0109 -0.02
C 0.549 2.202 2.587 0.0013 -0.0318 0.0119 0.07
C 1.055 1.038 1.981 0.0620 0.0022 0.0612 -0.09
H 1.938 -3.337 4.222 -0.0047 -0.0061 0.0033 0.00
H 0.913 -2.200 3.340 -0.0051 -0.0003 -0.0023 0.00
H 1.809 -1.653 4.762 0.0020 0.0125 0.0114 0.00
H 4.370 -3.181 3.977 0.0007 -0.0009 0.0017 0.00
H 4.383 -1.504 4.523 -0.0019 0.0132 0.0131 0.00
H 5.048 -1.933 2.934 0.0049 0.0015 -0.0031 0.00
H 2.250 -1.197 1.217 0.0021 -0.0137 0.0365 0.02
H 3.773 -0.570 1.743 -0.0149 -0.0117 -0.0094 0.01
H 3.353 0.348 4.391 0.0274 -0.0324 0.0164 0.00
H 2.380 2.352 5.422 0.0015 0.0026 0.0107 0.00
H 0.573 3.580 4.226 -0.0023 0.0093 0.0028 0.00
H -0.191 2.811 2.077 0.0059 -0.0028 0.0239 0.02
C -1.257 -0.025 -4.675 0.0047 -0.0067 0.0035 0.00
C -2.071 -0.801 -3.679 0.0339 -0.0076 0.0220 0.01
C -3.391 -1.126 -3.985 -0.0019 -0.0117 0.0076 0.00
C -4.160 -1.895 -3.129 0.0070 0.0041 -0.0012 0.00
Cl -5.801 -2.253 -3.544 -0.0021 -0.0009 -0.0009 0.00
C -3.627 -2.393 -1.951 0.0101 0.0076 -0.0126 0.01
C -2.320 -2.071 -1.627 0.0015 0.0118 -0.0088 -0.02
C -1.564 -1.261 -2.464 -0.0248 -0.0062 -0.0043 0.02
O -0.298 -0.879 -2.015 0.0590 0.0441 0.0065 0.11
C 0.831 -1.493 -2.639 0.0088 -0.0192 -0.0311 0.02
C 2.094 -1.041 -1.919 -0.0012 -0.0376 -0.0018 0.00
O 3.169 -1.424 -2.295 -0.0381 -0.0010 0.0157 0.01
O 1.910 -0.262 -0.871 0.0814 0.1314 -0.0141 0.04
H -1.860 0.753 -5.142 -0.0049 0.0121 0.0012 0.00
H -0.905 -0.690 -5.467 0.0005 -0.0037 -0.0079 0.00
H -0.395 0.453 -4.221 -0.0041 -0.0119 -0.0100 0.00
H -3.821 -0.774 -4.913 -0.0038 0.0047 -0.0112 0.00
H -4.221 -3.030 -1.311 -0.0086 -0.0083 0.0099 0.00
H -1.867 -2.468 -0.729 0.0024 -0.0021 0.0123 -0.02
H 0.904 -1.215 -3.690 -0.0083 0.0036 0.0121 0.00
H 0.758 -2.581 -2.565 0.0000 0.0251 -0.0072 0.00
N 3.049 3.232 0.258 -0.0461 0.0183 -0.1227 0.00
C 1.734 3.295 0.017 -0.1215 -0.0001 -0.0153 0.01
O 1.149 2.261 -0.484 0.3992 -0.0880 -0.0132 0.09
C 0.976 4.446 0.267 -0.0584 0.0347 0.1482 0.00
C 1.596 5.617 0.764 -0.0305 0.0174 -0.0825 0.00
N 2.187 6.530 1.146 0.0303 0.0279 0.0664 0.00
C -0.427 4.290 0.212 0.1173 0.0492 -0.0998 0.01
N -1.552 4.025 0.174 -0.0264 0.1899 0.2517 0.00
H 3.555 2.416 -0.045 -0.0317 0.0284 0.0356 0.00
H 3.553 4.041 0.582 -0.0010 -0.0048 0.0107 0.00

no.,E (a.u.)
1,-4688.7274
2,-2791.2168